Record 1
Below is a molecular structure, C38H35AsF6N4O6PtS2 in a non-equilibrium geometry, with properties calculated with ωB97M-V with the def2-TZVPD basis set.

Gap between HOMO and LUMO (alpha / beta) ... 7.130 / 7.132 eV
F_max ... 1.2 eV/A
Total energy ... -5890.2108 Ha
Lowest unoccupied orbital energy (alpha / beta) ... -0.393 / -0.393 eV
Energy relative to the best compared isomer or geometry (same formula, charge and spin) ... 168.47 kJ/mol

Each line ends with the Mulliken charge.
Geometry (Å):
Pt1 0.73 0.39 0.79  2.57
C1 -2.03 -1.62 -1.35  -1.94
C2 -1.76 -0.12 -1.26  0.83
O1 -0.44 0.21 -1.15  0.05
C3 -2.57 0.44 -0.06  0.17
F1 -3.91 0.37 -0.23  -0.32
F2 -2.31 -0.27 1.06  -0.30
F3 -2.29 1.72 0.22  -0.25
C4 -2.28 0.56 -2.55  0.36
F4 -3.56 0.29 -2.84  -0.29
F5 -2.16 1.90 -2.52  -0.25
F6 -1.56 0.14 -3.61  -0.21
H1 -1.49 -2.11 -0.54  0.26
H2 -1.62 -2.00 -2.29  0.33
H3 -3.09 -1.86 -1.30  0.45
O2 0.54 -2.97 -0.11  -0.62
C5 1.23 -2.64 0.83  -0.16
N1 1.07 -1.47 1.55  0.24
S1 2.26 -1.27 2.68  1.29
O3 1.74 -1.35 4.03  -0.79
O4 3.02 -0.09 2.36  -0.66
C6 3.10 -2.78 2.32  0.34
C7 4.24 -3.30 2.89  -0.95
C8 4.67 -4.53 2.43  -0.54
C9 3.97 -5.21 1.43  -0.57
C10 2.82 -4.67 0.87  -0.58
C11 2.39 -3.44 1.34  0.25
H4 4.78 -2.76 3.66  0.50
H5 5.57 -4.97 2.84  0.42
H6 4.33 -6.17 1.09  0.41
H7 2.27 -5.17 0.09  0.53
O5 3.73 -1.31 -0.42  -0.81
S2 2.70 -0.54 -1.14  1.88
C12 2.55 -1.23 -2.78  -0.79
C13 3.67 -1.78 -3.39  -0.49
C14 3.53 -2.33 -4.65  -0.76
C15 2.29 -2.32 -5.29  -0.60
C16 1.18 -1.77 -4.66  -0.74
C17 1.30 -1.23 -3.39  0.47
C18 3.43 1.05 -1.56  0.11
C19 3.11 1.75 -2.71  -0.44
C20 3.64 3.01 -2.90  -0.82
C21 4.47 3.58 -1.94  -0.46
C22 4.77 2.87 -0.78  -0.73
C23 4.26 1.60 -0.59  -0.61
H8 4.61 -1.79 -2.86  0.50
H9 4.39 -2.76 -5.15  0.42
H10 2.19 -2.75 -6.28  0.39
H11 0.22 -1.77 -5.15  0.48
H12 0.46 -0.80 -2.86  0.24
H13 2.47 1.30 -3.46  0.44
H14 3.42 3.56 -3.81  0.45
H15 4.87 4.57 -2.09  0.45
H16 5.41 3.31 -0.03  0.43
H17 4.48 1.03 0.31  0.46
C24 -0.02 0.62 5.65  -1.17
As1 -0.87 0.36 3.95  0.77
C25 -1.34 -1.49 3.72  -0.85
C26 -2.54 1.33 4.06  -1.13
O6 0.01 1.06 2.72  -0.76
H18 -0.63 0.16 6.43  0.43
H19 0.07 1.69 5.83  0.37
H20 0.96 0.16 5.61  0.31
H21 -2.34 -1.65 4.12  0.52
H22 -0.61 -2.10 4.25  0.37
H23 -1.32 -1.72 2.66  0.03
H24 -3.07 1.05 4.96  0.43
H25 -3.13 1.11 3.18  0.31
H26 -2.31 2.40 4.09  0.33
N2 1.67 7.01 -1.67  0.11
C27 2.27 8.25 -1.59  0.72
C28 2.34 9.33 -2.46  -1.08
C29 3.05 10.43 -2.03  -0.43
C30 3.68 10.46 -0.78  -0.48
C31 3.61 9.38 0.09  -0.78
C32 2.89 8.26 -0.33  0.52
N3 2.66 7.06 0.32  -0.66
C33 1.94 6.35 -0.50  -0.04
C34 1.49 4.99 -0.21  1.17
C35 1.78 4.43 1.03  -0.61
C36 1.42 3.12 1.28  -0.84
N4 0.81 2.37 0.35  0.29
C37 0.50 2.90 -0.83  -0.66
C38 0.81 4.21 -1.14  -0.79
H27 1.12 6.67 -2.44  0.15
H28 1.85 9.31 -3.43  0.39
H29 3.13 11.29 -2.68  0.38
H30 4.23 11.34 -0.49  0.38
H31 4.09 9.40 1.05  0.44
H32 2.30 5.01 1.78  0.57
H33 1.64 2.63 2.21  0.71
H34 0.00 2.22 -1.51  0.16
H35 0.55 4.57 -2.13  0.38

***

Record 2
Below is a molecular structure, C38H35B2F13N6O5SeSiV in a non-equilibrium geometry, with properties calculated with ωB97M-V with the def2-TZVPD basis set.

Gap between HOMO and LUMO (alpha / beta) ... 6.177 / 3.752 eV
F_max ... 2.0 eV/A
Total energy ... -7156.9966 Ha
Lowest unoccupied orbital energy (alpha / beta) ... -0.686 / -3.650 eV
Spin multiplicity ... 4

Each line ends with the Löwdin spin population.
Geometry (Å):
V1 0.49 0.80 -0.24  1.67
C1 1.94 3.30 -3.41  0.01
C2 1.62 2.59 -2.13  0.08
N1 1.06 1.40 -2.07  0.12
O1 0.65 0.92 -3.29  0.03
B1 0.26 -0.52 -3.47  0.01
F1 1.39 -1.24 -3.82  0.00
F2 -0.67 -0.52 -4.48  0.00
O2 -0.38 -1.05 -2.26  0.06
N2 0.42 -0.91 -1.16  0.00
C3 1.17 -1.89 -0.79  0.03
C4 1.35 -3.14 -1.56  0.00
C5 1.84 -1.61 0.49  -0.02
N3 1.60 -0.26 0.78  -0.15
O3 2.32 0.19 1.81  -0.04
B2 2.97 1.52 1.60  0.00
F3 3.74 1.81 2.67  0.00
F4 3.74 1.38 0.43  0.00
O4 1.94 2.54 1.37  0.01
N4 1.46 2.34 0.11  -0.01
C6 1.93 3.10 -0.85  0.17
C7 2.72 4.34 -0.58  0.03
C8 3.33 -1.95 0.49  -0.01
H1 1.91 2.60 -4.24  0.00
H2 2.94 3.74 -3.34  0.00
H3 1.22 4.10 -3.59  0.00
H4 2.09 -2.95 -2.34  0.00
H5 0.42 -3.41 -2.06  0.00
H6 1.70 -3.96 -0.94  0.00
H7 2.56 4.64 0.45  0.00
H8 2.44 5.14 -1.26  0.00
H9 3.79 4.13 -0.71  0.01
H10 3.50 -2.99 0.23  0.00
H11 3.76 -1.74 1.46  0.00
H12 3.81 -1.31 -0.24  0.00
C9 -4.71 3.20 -2.40  0.01
N5 -3.55 3.02 -3.22  0.03
C10 -2.47 2.26 -2.93  0.05
Se1 -2.20 1.22 -1.44  0.66
N6 -1.57 2.38 -3.93  0.04
C11 -2.08 3.19 -4.90  0.02
C12 -1.57 3.62 -6.12  0.01
C13 -2.36 4.47 -6.87  0.01
C14 -3.61 4.90 -6.42  0.02
C15 -4.12 4.48 -5.20  0.00
C16 -3.34 3.62 -4.45  0.02
H13 -4.52 2.74 -1.43  0.00
H14 -5.58 2.72 -2.86  0.00
H15 -4.91 4.26 -2.27  0.00
H16 -0.70 1.84 -3.95  0.00
H17 -0.61 3.28 -6.46  0.00
H18 -2.00 4.82 -7.83  0.00
H19 -4.19 5.56 -7.04  0.00
H20 -5.09 4.82 -4.86  0.00
C17 3.44 -6.61 2.03  0.00
C18 3.64 -5.60 2.96  0.00
C19 2.85 -4.46 2.91  0.00
C20 1.84 -4.31 1.96  0.00
C21 1.62 -5.37 1.07  0.00
C22 2.43 -6.49 1.09  0.00
Si1 0.85 -2.68 1.90  -0.01
C23 0.89 -1.95 3.65  0.00
C24 1.99 -1.29 4.20  0.00
C25 1.97 -0.86 5.52  0.00
C26 0.87 -1.10 6.32  0.00
C27 -0.22 -1.79 5.80  0.00
C28 -0.21 -2.20 4.48  0.00
C29 -0.91 -3.02 1.27  0.00
C30 -1.67 -2.04 0.62  0.00
C31 -2.92 -2.34 0.10  0.00
C32 -3.44 -3.61 0.24  0.00
C33 -2.73 -4.58 0.94  0.00
C34 -1.48 -4.28 1.45  0.00
H21 4.08 -7.48 2.03  0.00
H22 4.41 -5.70 3.71  0.00
H23 3.02 -3.67 3.63  0.00
H24 0.82 -5.31 0.36  0.00
H25 2.26 -7.28 0.37  0.00
H26 2.86 -1.08 3.60  0.00
H27 2.83 -0.34 5.91  0.00
H28 0.86 -0.76 7.35  0.00
H29 -1.07 -2.00 6.43  0.00
H30 -1.06 -2.73 4.08  0.00
H31 -1.28 -1.04 0.52  0.00
H32 -3.47 -1.57 -0.42  0.00
H33 -4.41 -3.86 -0.19  0.00
H34 -3.15 -5.56 1.07  0.00
H35 -0.93 -5.03 2.00  0.00
F5 -3.19 0.36 1.99  0.00
C35 -2.91 1.66 2.07  0.00
F6 -3.47 2.12 3.19  0.00
F7 -3.55 2.25 1.05  0.02
C36 -1.37 1.89 2.00  0.01
O5 -0.83 1.07 1.10  0.06
C37 -1.13 3.39 1.64  0.00
F8 -2.18 4.17 1.94  0.00
F9 -0.08 3.93 2.22  0.00
F10 -0.96 3.51 0.31  0.02
C38 -0.81 1.61 3.42  0.00
F11 -1.10 2.56 4.31  0.00
F12 0.51 1.46 3.40  0.00
F13 -1.32 0.46 3.89  0.00

***

Record 3
Below is a molecular structure, C38H35BBrFInN7O6PS3Se2, with properties calculated with ωB97M-V with the def2-TZVPD basis set.

Gap between HOMO and LUMO ... 7.113 eV
F_max ... 0.7 eV/A
Total charge ... -1
Total energy ... -11531.8309 Ha
Lowest unoccupied orbital energy ... 2.021 eV
Energy relative to the best compared isomer or geometry (same formula, charge and spin) ... 109.13 kJ/mol

Each line ends with the Mulliken charge.
Geometry (Å):
In1 0.92 -0.33 1.16  1.87
C1 2.96 2.17 4.07  -1.14
N1 1.57 2.04 4.45  0.35
C2 0.83 3.06 5.01  -0.51
C3 -0.39 2.55 5.26  -0.55
N2 -0.41 1.24 4.86  0.13
B1 -1.66 0.33 4.98  0.82
N3 -2.68 0.75 3.86  0.19
C4 -4.03 0.60 4.05  -0.85
C5 -4.67 1.04 2.95  -0.49
N4 -3.70 1.47 2.07  0.54
C6 -3.95 2.09 0.79  -0.73
C7 -2.47 1.27 2.64  -0.86
S1 -1.03 1.71 1.84  0.03
C8 0.79 0.94 4.34  -0.11
S2 1.31 -0.58 3.73  -0.38
H1 3.46 2.83 4.78  0.38
H2 3.05 2.57 3.06  0.34
H3 3.42 1.19 4.08  0.37
H4 1.25 4.03 5.17  0.48
H5 -1.26 3.01 5.71  0.50
H6 -2.19 0.57 6.04  -0.23
H7 -1.35 -0.81 4.85  -0.24
H8 -4.42 0.19 4.96  0.51
H9 -5.72 1.09 2.70  0.49
H10 -4.68 1.50 0.22  0.34
H11 -3.01 2.15 0.25  -0.13
H12 -4.34 3.10 0.92  0.41
Se1 0.19 -2.71 0.08  -0.55
P1 -0.13 -1.88 -1.95  -0.07
Se2 1.31 1.12 -1.13  -0.11
C9 1.44 -2.23 -2.87  0.45
C10 1.44 -1.93 -4.23  -0.71
C11 2.55 -2.18 -5.02  -0.70
C12 3.68 -2.74 -4.45  -0.46
C13 3.70 -3.04 -3.09  -0.69
C14 2.58 -2.78 -2.31  -0.03
C15 -1.08 -3.29 -2.68  0.40
C16 -0.51 -4.56 -2.83  -0.25
C17 -1.24 -5.59 -3.41  -0.67
C18 -2.54 -5.36 -3.84  -0.40
C19 -3.12 -4.11 -3.68  -0.57
C20 -2.38 -3.08 -3.11  -0.41
H13 0.54 -1.50 -4.68  0.38
H14 2.54 -1.93 -6.07  0.38
H15 4.56 -2.93 -5.06  0.39
H16 4.58 -3.47 -2.64  0.42
H17 2.61 -3.02 -1.25  0.28
H18 0.50 -4.73 -2.50  0.34
H19 -0.79 -6.57 -3.52  0.38
H20 -3.11 -6.17 -4.29  0.36
H21 -4.13 -3.94 -4.02  0.38
H22 -2.83 -2.10 -2.99  0.37
F1 4.95 1.19 -3.79  -0.37
C21 5.55 0.49 -2.83  0.25
C22 5.10 0.53 -1.57  -0.26
N5 5.70 -0.16 -0.55  0.26
C23 5.24 0.02 0.82  -1.25
C24 3.71 -0.08 0.96  0.83
O1 3.15 -1.15 0.63  -0.69
O2 3.12 0.93 1.41  -0.30
C25 6.79 -0.97 -0.78  0.52
O3 7.37 -1.60 0.09  -0.68
N6 7.22 -0.99 -2.09  -0.06
C26 6.71 -0.30 -3.19  0.21
O4 7.24 -0.39 -4.28  -0.67
H23 4.21 1.11 -1.32  0.74
H24 5.57 0.99 1.19  0.21
H25 5.68 -0.77 1.42  0.41
H26 8.02 -1.57 -2.27  0.22
Br1 -1.41 -3.56 4.10  -0.11
C27 -2.55 -2.75 2.82  -0.21
C28 -3.87 -3.17 2.76  -0.55
C29 -4.67 -2.62 1.78  -0.42
C30 -4.11 -1.69 0.90  -1.06
C31 -2.78 -1.35 1.06  -0.22
N7 -2.01 -1.86 2.02  0.35
H27 -4.23 -3.92 3.45  0.47
H28 -5.70 -2.92 1.68  0.42
H29 -4.70 -1.26 0.10  0.48
H30 -2.29 -0.65 0.39  0.67
O5 -4.71 6.37 -1.96  -0.49
C32 -4.42 5.05 -2.09  0.62
O6 -5.27 4.30 -2.48  -0.59
C33 -3.04 4.64 -1.71  0.73
C34 -2.27 5.33 -0.78  -0.72
C35 -1.02 4.86 -0.42  -1.14
C36 -0.51 3.69 -0.99  0.91
S3 1.09 3.18 -0.47  -0.33
C37 -1.28 3.00 -1.93  -0.55
C38 -2.53 3.47 -2.28  -0.81
H31 -3.92 6.86 -1.69  0.33
H32 -2.65 6.22 -0.29  0.29
H33 -0.43 5.38 0.32  0.42
H34 -0.88 2.10 -2.39  0.32
H35 -3.14 2.94 -3.01  0.43

***

Record 4
Below is a molecular structure, C38H35ClN2OsSi2 in a non-equilibrium geometry, with properties calculated with ωB97M-V with the def2-TZVPD basis set.

Gap between HOMO and LUMO (alpha / beta) ... 2.654 / 4.177 eV
F_max ... 10.9 eV/A
Total charge ... +2
Total energy ... -2707.5214 Ha
Lowest unoccupied orbital energy (alpha / beta) ... -5.886 / -9.430 eV
Energy relative to the best compared isomer or geometry (same formula, charge and spin) ... 70.67 kJ/mol
Spin multiplicity ... 5

Each line ends with the Löwdin spin population.
Geometry (Å):
C1 -0.59 4.16 -0.73  0.02
C2 0.74 3.76 -1.05  0.02
C3 0.77 3.46 -2.45  0.01
H1 1.57 3.67 -0.36  0.00
C4 -0.54 3.69 -2.99  0.01
C5 -1.37 4.13 -1.92  0.01
H2 -2.43 4.36 -1.99  0.00
H3 -0.94 4.41 0.27  0.00
H4 1.64 3.13 -3.01  0.00
H5 -0.84 3.54 -4.02  0.00
Os1 -0.59 2.12 -1.52  0.28
Si1 -1.18 -1.67 1.69  0.03
C6 0.36 -2.62 2.15  0.02
C7 0.30 -4.02 2.14  0.01
H6 -0.63 -4.52 1.82  0.00
C8 1.41 -4.78 2.53  0.00
H7 1.35 -5.87 2.50  0.00
C9 2.59 -4.14 2.92  0.01
H8 3.46 -4.73 3.21  0.00
C10 2.66 -2.75 2.91  0.00
H9 3.58 -2.24 3.19  0.00
C11 1.54 -1.99 2.54  0.00
H10 1.61 -0.90 2.55  0.00
C12 -0.70 -0.55 0.05  0.35
C13 0.26 0.52 -0.01  0.06
H11 0.67 0.94 0.91  0.01
C14 1.06 0.79 -1.23  0.16
H12 2.06 1.19 -1.12  0.01
C15 0.40 0.78 -2.62  0.12
H13 0.82 1.06 -3.57  0.01
C16 -1.08 0.25 -2.36  0.03
H14 -1.69 0.19 -3.25  0.00
C17 -1.25 -0.76 -1.28  0.08
H15 -2.00 -1.54 -1.45  0.00
H16 -2.16 1.80 -1.10  0.00
Si2 0.46 -0.79 -1.96  0.17
C18 0.43 -1.81 -3.66  0.17
C19 1.56 -1.76 -4.46  0.07
H17 2.46 -1.22 -4.13  0.00
C20 1.57 -2.44 -5.68  0.00
H18 2.46 -2.42 -6.31  0.00
C21 0.43 -3.15 -6.10  0.06
H19 0.44 -3.68 -7.05  0.00
C22 -0.70 -3.18 -5.28  0.03
H20 -1.59 -3.73 -5.59  0.00
C23 -0.71 -2.49 -4.05  0.04
H21 -1.61 -2.52 -3.43  0.00
C24 1.83 -2.02 -1.32  0.20
C25 3.09 -1.57 -0.92  0.04
H22 3.36 -0.51 -0.98  0.00
C26 4.04 -2.48 -0.46  0.08
H23 5.03 -2.13 -0.15  0.00
C27 3.73 -3.84 -0.37  0.12
H24 4.46 -4.55 0.01  0.00
C28 2.45 -4.28 -0.74  0.00
H25 2.19 -5.34 -0.64  0.00
C29 1.51 -3.37 -1.21  0.12
H26 0.52 -3.73 -1.50  0.00
H27 -2.28 -2.41 1.89  0.00
Cl1 -1.39 -0.19 3.14  0.02
N1 -3.81 3.42 1.30  0.24
C30 -3.59 3.35 2.62  0.22
C31 -4.63 3.39 3.56  0.19
C32 -4.35 3.29 4.93  0.08
C33 -3.04 3.15 5.39  0.29
C34 -1.95 3.13 4.49  0.01
C35 -0.59 2.99 4.87  0.15
C36 0.39 2.96 3.90  0.03
C37 0.02 3.09 2.55  0.12
N2 -1.24 3.26 2.16  0.15
C38 -2.22 3.25 3.09  0.07
H28 -3.05 3.31 0.63  0.01
H29 -4.75 3.48 0.94  0.01
H30 -5.66 3.49 3.20  0.01
H31 -5.17 3.31 5.65  0.00
H32 -2.82 3.06 6.46  0.01
H33 -0.35 2.91 5.94  0.01
H34 1.45 2.84 4.14  0.00
H35 0.79 3.06 1.78  0.01

***

Record 5
Below is a molecular structure, C38H35CrN8O2S2, with properties calculated with ωB97M-V with the def2-TZVPD basis set.

Gap between HOMO and LUMO (alpha / beta) ... 6.781 / 6.954 eV
F_max ... 0.9 eV/A
Total charge ... +2
Total energy ... -3898.0765 Ha
Lowest unoccupied orbital energy (alpha / beta) ... -6.395 / -6.243 eV
Energy relative to the best compared isomer or geometry (same formula, charge and spin) ... 6.37 kJ/mol
Spin multiplicity ... 2

Each line ends with the Löwdin spin population.
Geometry (Å):
Cr1 1.00 -0.06 1.40  1.02
C1 0.11 4.12 1.27  0.00
C2 1.05 4.63 0.37  0.00
C3 2.07 3.82 -0.06  0.00
C4 2.15 2.49 0.37  0.00
N1 1.18 1.97 1.18  0.00
C5 0.21 2.80 1.63  0.00
N2 3.29 1.80 -0.03  -0.01
C6 3.63 0.70 0.53  0.00
N3 2.86 0.01 1.45  -0.03
C7 3.64 -0.95 2.07  0.00
N4 3.30 -1.60 3.12  0.00
C8 2.16 -1.27 3.85  0.00
C9 2.07 -1.86 5.12  0.00
C10 1.02 -1.57 5.96  0.01
C11 0.05 -0.67 5.53  0.00
C12 0.18 -0.13 4.27  0.00
N5 1.19 -0.43 3.43  -0.01
C13 4.92 -1.02 1.36  0.00
C14 6.02 -1.84 1.52  0.00
C15 7.12 -1.62 0.70  0.00
C16 7.12 -0.59 -0.24  0.00
C17 6.02 0.24 -0.40  0.00
C18 4.92 0.00 0.41  0.00
H1 -0.69 4.73 1.67  0.00
H2 1.00 5.66 0.05  0.00
H3 2.86 4.17 -0.71  0.00
H4 -0.51 2.37 2.31  0.00
H5 2.88 -2.52 5.42  0.00
H6 0.95 -2.02 6.94  0.00
H7 -0.79 -0.39 6.15  0.00
H8 -0.56 0.57 3.90  0.00
H9 6.03 -2.62 2.27  0.00
H10 7.99 -2.25 0.79  0.00
H11 7.99 -0.44 -0.86  0.00
H12 6.01 1.05 -1.12  0.00
S1 0.75 -0.08 -0.99  -0.01
C19 -0.88 0.13 -1.34  0.00
N6 -1.34 0.11 -2.57  0.01
C20 -2.78 0.19 -2.84  0.00
C21 -3.41 1.14 -1.87  0.00
N7 -3.08 0.73 -0.50  0.00
C22 -4.19 0.83 0.47  0.00
C23 -5.17 -0.30 0.25  0.00
C24 -4.79 -1.62 0.51  0.00
C25 -5.69 -2.65 0.28  0.00
C26 -6.97 -2.38 -0.20  0.00
C27 -7.34 -1.07 -0.45  0.00
C28 -6.44 -0.04 -0.23  0.00
C29 -1.88 0.30 -0.20  0.00
S2 -1.41 -0.07 1.38  0.00
C30 -0.48 0.04 -3.77  0.00
C31 -0.46 1.37 -4.47  0.00
C32 0.05 2.50 -3.82  0.00
C33 0.05 3.73 -4.45  0.00
C34 -0.45 3.85 -5.75  0.00
C35 -0.95 2.73 -6.40  0.00
C36 -0.96 1.50 -5.76  0.00
H13 -3.22 -0.80 -2.78  0.00
H14 -2.90 0.57 -3.85  0.00
H15 -4.49 1.11 -1.98  0.00
H16 -3.06 2.16 -2.04  0.00
H17 -4.69 1.78 0.29  0.00
H18 -3.78 0.84 1.47  0.00
H19 -3.80 -1.84 0.89  0.00
H20 -5.40 -3.68 0.49  0.00
H21 -7.67 -3.19 -0.37  0.00
H22 -8.34 -0.85 -0.81  0.00
H23 -6.74 0.99 -0.42  0.00
H24 -0.90 -0.73 -4.42  0.00
H25 0.52 -0.27 -3.46  0.00
H26 0.47 2.40 -2.82  0.00
H27 0.46 4.60 -3.95  0.00
H28 -0.45 4.81 -6.24  0.00
H29 -1.34 2.82 -7.41  0.00
H30 -1.35 0.62 -6.28  0.00
N8 1.04 -4.51 2.39  0.00
C37 1.64 -4.37 1.02  0.00
C38 1.70 -2.87 0.70  0.00
O1 2.47 -2.48 -0.14  0.00
O2 0.88 -2.19 1.44  0.00
H31 1.76 -4.57 3.11  0.00
H32 0.41 -5.31 2.49  0.00
H33 0.55 -3.61 2.50  0.00
H34 0.98 -4.85 0.29  0.00
H35 2.62 -4.82 0.97  0.00